DFT (the ωB97M-V functional and the def2-TZVPD basis) results for a structure of composition C36H32ClEuN2O3PS2.

Atoms and positions in Å:
1 H -3.187 -0.077 1.715
2 C 3.845 -1.168 0.273
3 C 6.023 -0.607 -0.571
4 H -1.988 5.576 1.164
5 C 1.855 2.984 -0.143
6 C -0.523 -3.306 -1.549
7 C -2.462 -4.930 -4.992
8 H -6.112 -3.033 -2.157
9 H 6.553 1.468 -0.501
10 O -0.967 -1.865 0.600
11 C -2.184 -4.732 -2.498
12 C 1.913 4.698 2.030
13 C 1.769 4.347 -0.346
14 H -1.889 -4.452 -0.383
15 H -3.329 -5.526 -4.722
16 C 0.950 0.204 3.757
17 C 3.355 -0.367 4.972
18 H -2.562 -0.650 -1.743
19 H 1.934 5.374 2.870
20 N -3.091 0.229 0.740
21 H -3.009 -5.417 -2.371
22 C -1.770 -4.390 -3.781
23 H -6.871 -2.299 0.073
24 C 1.787 5.202 0.747
25 H 3.075 -1.903 0.475
26 H -0.343 -3.246 -4.911
27 H 0.756 -2.290 -2.909
28 H 1.674 4.741 -1.348
29 N -1.156 2.499 0.083
30 H -3.491 1.174 0.697
31 C 0.966 -0.119 5.101
32 C -5.501 -2.361 -1.574
33 H 2.132 2.946 3.243
34 S -0.777 1.443 -2.294
35 C 3.616 0.179 0.558
36 H -5.473 -0.784 1.413
37 C -1.190 2.745 -1.257
38 H 4.238 -0.028 3.047
39 H -3.979 -2.194 -3.065
40 C -3.924 -0.651 -0.063
41 C 5.052 -1.555 -0.284
42 H 0.046 -0.156 5.662
43 C 5.797 0.729 -0.282
44 H 2.206 -0.655 6.755
45 C -5.141 -1.102 0.434
46 C -0.073 -2.976 -2.815
47 P 1.982 0.636 1.214
48 H -1.568 4.114 -2.852
49 C 3.327 -0.041 3.627
50 H -1.781 -5.552 -5.569
51 O 1.085 -3.181 0.631
52 C -0.692 -3.518 -3.926
53 H -2.111 5.995 -1.296
54 O 0.820 -1.228 -0.805
55 Cl -0.560 0.519 2.943
56 C 1.984 2.470 1.152
57 H -1.413 3.300 1.961
58 C -5.926 -1.956 -0.320
59 C -1.773 4.789 0.460
60 H 1.715 6.266 0.590
61 C -1.828 5.027 -0.917
62 H -2.782 -4.116 -5.640
63 H 6.956 -0.911 -1.022
64 Eu -0.546 0.124 0.069
65 C -3.505 -1.036 -1.331
66 C -1.444 3.528 0.901
67 H 4.297 -0.603 5.440
68 C -1.535 4.003 -1.780
69 C 4.598 1.127 0.284
70 H 5.229 -2.598 -0.503
71 H 4.423 2.168 0.510
72 S 0.182 -2.423 -0.180
73 H 1.866 2.290 -0.986
74 C 2.122 0.267 3.003
75 C 2.014 3.331 2.240
76 C 2.181 -0.403 5.706
77 C -1.567 -4.194 -1.379
78 C -4.299 -1.893 -2.080

Cartesian forces (eV/Å) of the 6 atoms listed first:
H 0.058 0.222 -0.343
C -0.041 0.150 0.026
C 0.017 -0.007 0.027
H -0.034 0.079 0.147
C 0.315 -0.198 0.092
C 0.136 0.148 0.225

As for the multiplicity: 8. The HOMO energy (alpha / beta) is -5.611 / -7.142 eV. As for the total energy: -109786.8522 eV. For the HOMO-LUMO gap (alpha / beta), the calculation gives 6.1 / 7.6 eV. Its net charge is 0. The energy relative to the best compared isomer or geometry (same formula, charge and spin) comes out at 38.9 kcal per mole.

=====

DFT (the ωB97M-V functional and the def2-TZVPD basis) results for a cluster of 11 separate species, C45H103N11O13 in total.

Atoms and positions in Å:
1 H 8.374 0.405 -0.974
2 H 7.009 -0.094 0.023
3 H -5.817 6.578 2.003
4 C 4.661 -1.511 8.144
5 N 5.337 -2.349 7.179
6 H -12.163 8.567 -1.566
7 C 9.083 1.254 -3.915
8 O 6.293 -2.561 5.135
9 C 5.725 -1.886 5.972
10 C 8.544 -1.641 -0.245
11 H -9.340 5.812 -0.653
12 H 5.354 -5.860 -0.459
13 H 8.672 1.182 -4.924
14 H -3.658 -2.084 -5.158
15 H -5.391 4.062 1.569
16 H 1.430 -5.588 -3.046
17 C -5.066 4.281 0.555
18 C 5.658 -2.815 -2.725
19 C -8.028 1.028 -0.691
20 C -14.931 5.875 3.063
21 H 8.334 2.900 -2.103
22 N -10.417 7.571 -0.946
23 C 1.619 0.495 2.557
24 H -0.864 0.747 -3.490
25 H 0.620 -7.605 -1.691
26 H -15.185 6.192 4.073
27 C 4.202 0.494 2.405
28 O -13.845 5.669 0.553
29 H 0.195 -0.587 0.079
30 C -13.501 7.925 3.309
31 H 8.546 0.263 0.785
32 H 9.297 -8.180 -1.844
33 C 4.459 -4.625 1.663
34 H -9.046 6.605 -2.209
35 H -1.058 -7.378 -1.180
36 H 7.880 -6.909 1.731
37 C -10.369 7.893 0.355
38 H 4.157 0.507 1.312
39 H -4.557 -1.058 -6.283
40 H 4.542 -0.512 7.727
41 N 8.820 -7.090 -0.143
42 H -5.869 6.998 -1.273
43 H 5.476 -4.422 1.308
44 C -1.673 0.557 -2.781
45 C -0.708 -4.947 -0.615
46 H 2.925 2.211 2.692
47 H -7.260 5.703 1.452
48 H -3.570 3.188 -2.531
49 H 4.920 -2.710 -3.526
50 H 8.032 -2.260 0.501
51 C 4.314 -2.046 1.848
52 H 5.046 1.129 2.689
53 C 0.972 -4.899 -2.341
54 C 4.337 -5.581 -0.759
55 H 11.588 3.296 -3.875
56 H 8.171 -6.336 -1.938
57 H 1.742 -4.508 -1.680
58 H 0.531 -4.061 -2.882
59 H -1.439 -5.576 -0.080
60 C 8.882 -6.935 1.302
61 C 9.445 -8.235 -0.767
62 C 2.939 1.154 2.973
63 C -6.292 -0.324 0.495
64 H 5.235 -1.431 9.069
65 H -1.933 3.777 -2.707
66 H 6.456 -3.466 -3.092
67 O -0.539 -3.772 -0.348
68 H -6.874 -1.247 0.457
69 N -0.040 -5.613 -1.575
70 H 2.925 -4.224 0.162
71 H 5.236 -3.944 8.500
72 H -1.326 -0.175 -2.053
73 H -0.008 -1.119 1.764
74 C -6.408 6.305 1.127
75 C -4.819 -0.880 -2.892
76 C 9.157 3.363 -2.674
77 H 1.277 -0.227 3.314
78 C -1.979 1.895 -0.757
79 C 8.091 -0.187 -0.099
80 H 2.843 -3.477 2.509
81 H 3.838 -6.463 -1.170
82 H 3.739 -1.162 3.732
83 O -4.804 5.402 -1.948
84 H -2.515 0.125 -3.330
85 H 1.095 -1.992 0.676
86 H 9.327 -2.427 -2.122
87 H 8.284 1.040 -3.208
88 H 0.837 1.263 2.465
89 C -13.504 6.597 1.265
90 N -13.962 6.805 2.515
91 N -5.151 -0.873 -4.304
92 C 5.612 -3.737 7.501
93 C -4.118 -1.102 -5.288
94 O -2.315 2.902 -0.166
95 C -5.414 6.009 -1.086
96 H -5.618 -0.300 -0.361
97 H 6.683 -3.938 7.469
98 H 6.048 -1.255 -1.447
99 H 9.850 0.485 -3.799
100 H 5.469 -0.824 5.812
101 C -11.116 8.465 -1.853
102 H -5.703 -0.316 1.410
103 C -7.154 1.754 1.440
104 N 9.624 2.572 -3.660
105 H 4.548 -5.474 2.352
106 H 7.872 -3.244 -1.566
107 C -0.282 -7.011 -1.850
108 C -2.568 2.904 -2.854
109 H 10.518 -8.256 -0.567
110 O -7.830 2.765 1.446
111 O 7.641 -5.173 -0.353
112 H 9.382 -6.005 1.571
113 H -6.607 -0.662 -5.733
114 H 5.757 -3.574 -0.717
115 N -7.160 0.833 0.461
116 H 9.008 -9.168 -0.406
117 O -10.877 8.893 0.838
118 H -6.423 1.527 2.235
119 H 3.571 -1.734 1.107
120 H -5.385 -1.653 -2.370
121 H 3.002 1.119 4.069
122 C 3.938 -3.411 2.445
123 H -12.781 7.363 0.951
124 H -7.802 1.973 -1.186
125 C 8.177 -6.147 -0.853
126 C 3.572 -5.052 0.473
127 H -11.060 8.053 -2.858
128 H -3.754 -1.071 -2.773
129 H -2.580 2.638 -3.910
130 O 7.637 -1.466 -2.592
131 O 1.786 -0.164 1.320
132 H -14.526 4.863 3.094
133 H -9.829 7.152 0.968
134 H -10.559 5.719 -1.929
135 H -13.019 7.584 4.228
136 C -6.436 -0.644 -4.644
137 C 5.001 -3.432 -1.499
138 H -3.981 4.259 0.489
139 H 3.671 -1.903 8.384
140 H -15.835 5.851 2.454
141 C -9.809 6.363 -1.467
142 N -2.065 1.766 -2.096
143 H 2.893 -5.840 0.817
144 H 10.420 3.994 -4.991
145 H -6.775 7.221 0.662
146 H -9.074 1.053 -0.385
147 N -5.617 5.569 0.167
148 O 4.422 -4.672 -1.854
149 H 5.441 -1.023 3.346
150 H -5.456 3.508 -0.110
151 H -12.774 8.494 2.729
152 H -14.329 8.584 3.578
153 H 4.237 -2.739 -1.114
154 H -10.666 9.458 -1.841
155 C 8.355 -2.266 -1.646
156 O -7.328 -0.434 -3.844
157 C 4.438 -0.944 2.910
158 H -0.615 -7.160 -2.879
159 H 10.964 2.318 -5.222
160 H -3.336 -0.342 -5.224
161 H -5.065 0.084 -2.444
162 H 4.316 -3.454 3.474
163 H -1.584 0.996 -0.255
164 O 9.588 4.472 -2.425
165 C 10.709 3.074 -4.482
166 H 9.432 -7.776 1.718
167 H -7.870 0.216 -1.399
168 H 9.608 -1.700 0.004
169 H 5.274 -2.146 1.327
170 C 0.716 -1.003 0.949
171 N 6.227 -1.495 -2.419
172 H 5.128 -4.404 6.787

Cartesian forces (eV/Å) of the 6 atoms listed first:
H 0.017 -0.028 0.123
H -0.009 -0.028 -0.040
H 0.016 -0.011 -0.003
C -0.002 0.021 -0.020
N 0.006 -0.003 -0.010
H -0.005 -0.014 0.006

As for the SMILES: CCCONCCOCCCCCCCCCOC.CN(C)C=O.CN(C)C=O.CN(C)C=O.CN(C)C=O.CN(C)C=O.CN(C)C=O.CN(C)C=O.CN(C)C=O.CN(C)C=O.CN(C)C=O. The HOMO energy is -8.776 eV. As for the total energy: -91341.6034 eV. For the HOMO-LUMO gap, the calculation gives 9.1 eV. Its net charge is 0. The energy relative to the best compared isomer or geometry (same formula, charge and spin) comes out at 0.0 kcal per mole.

=====

DFT (the ωB97M-V functional and the def2-TZVPD basis) results for the ion C7H9O4 with charge -1.

Atoms and positions in Å:
1 H 1.949 1.268 -0.190
2 H -3.967 -0.387 -1.823
3 H 0.836 0.567 -1.487
4 O -1.437 -2.892 -1.501
5 H 0.252 -2.723 0.220
6 C -2.065 0.431 -0.386
7 C 0.110 -0.782 1.092
8 H 0.916 -0.949 1.754
9 C -0.019 0.602 0.604
10 H 0.417 2.115 -0.829
11 C -1.163 -1.804 -1.032
12 O -2.671 1.414 -0.019
13 H -1.056 1.563 1.886
14 H 1.027 -1.315 -0.649
15 O -3.296 -1.104 -1.621
16 O -0.155 1.588 1.674
17 C 0.137 -1.701 -0.142
18 C 0.779 1.162 -0.544
19 C -2.096 -0.800 -0.973
20 H -0.775 -0.918 1.786

Cartesian forces (eV/Å) of the 6 atoms listed first:
H -2.232 0.103 -0.868
H 2.049 -0.787 0.891
H -0.331 0.122 0.966
O 0.250 -1.334 -1.111
H 0.408 -0.102 -0.401
C 4.328 0.792 3.140

The HOMO energy is -2.960 eV. As for the total energy: -15593.0066 eV. For the HOMO-LUMO gap, the calculation gives 6.7 eV. Its net charge is -1. The energy relative to the best compared isomer or geometry (same formula, charge and spin) comes out at 40.7 kcal per mole.

=====

DFT (the ωB97M-V functional and the def2-TZVPD basis) results for a structure of composition C31H32BrClN3O9.

Atoms and positions in Å:
1 O 2.481 6.521 -1.508
2 H -1.884 -8.105 -1.450
3 H -0.172 0.129 1.106
4 H -0.067 1.727 2.568
5 Cl -2.374 2.479 0.444
6 N -5.275 -0.184 2.760
7 C -0.678 1.268 3.347
8 H -0.214 1.196 5.456
9 O -0.877 -4.712 1.262
10 H 4.427 5.353 -2.760
11 C -1.701 -5.387 0.666
12 N -3.547 0.274 1.171
13 N -2.914 0.054 3.370
14 C -3.999 0.048 2.411
15 Br -3.250 2.689 3.227
16 C 3.740 -7.613 -1.658
17 O 4.053 7.982 -6.348
18 H 2.111 9.156 -5.093
19 C 2.453 -7.082 -1.147
20 H -1.429 -0.982 0.566
21 H 1.595 2.477 4.358
22 H -0.214 5.671 -1.830
23 C -2.088 1.151 2.820
24 H -5.110 -5.630 0.148
25 C 2.844 6.857 -2.617
26 H 0.826 3.333 5.674
27 H -1.692 0.684 -1.464
28 H -5.737 -1.056 2.558
29 C -0.479 1.947 4.710
30 C 4.821 -6.843 -1.747
31 C 2.413 -5.655 -0.735
32 H 1.372 8.465 -2.811
33 H -5.720 0.503 3.350
34 H 1.303 4.006 -2.329
35 O -0.528 2.117 -2.925
36 C 3.961 6.164 -3.304
37 C 3.695 7.650 -5.241
38 H -0.490 5.003 -0.230
39 C 4.784 -5.416 -1.338
40 C -1.109 0.063 0.558
41 H -0.218 -6.734 -0.224
42 C 4.357 6.530 -4.520
43 C 0.031 2.364 -1.897
44 C 0.636 3.683 -1.531
45 H -1.466 -3.263 2.938
46 H 5.169 6.042 -5.042
47 C -0.805 0.406 -0.895
48 H 1.471 -5.278 -0.358
49 C -2.195 0.896 1.243
50 O 0.332 4.046 3.811
51 O 1.474 -7.799 -1.071
52 H -0.416 -0.497 -1.369
53 H -0.319 0.236 3.435
54 H -1.430 4.415 -1.611
55 C -0.447 4.758 -1.290
56 H 1.249 3.565 -0.640
57 H 3.493 -3.843 -0.529
58 H -3.434 -4.248 1.381
59 C 2.577 8.344 -4.550
60 C -2.172 -7.265 -0.831
61 C -3.151 -5.088 0.756
62 H 5.770 -7.209 -2.117
63 O -4.445 -7.631 -1.344
64 H -3.676 -0.499 0.521
65 C -3.625 -6.972 -0.750
66 C -1.887 -2.292 3.069
67 H -1.371 2.474 5.040
68 H 0.877 4.018 3.023
69 O 0.182 1.421 -0.921
70 H 3.742 -8.655 -1.950
71 C -1.280 -6.529 -0.173
72 C 2.183 7.975 -3.334
73 C 3.494 -4.885 -0.824
74 O 5.762 -4.708 -1.417
75 C -2.410 -1.219 3.214
76 C -4.045 -5.822 0.101
77 C 0.661 2.959 4.662

Cartesian forces (eV/Å) of the 6 atoms listed first:
O -0.050 -0.075 -0.021
H -0.004 -0.004 0.003
H -0.059 -0.062 0.093
H -0.115 0.253 0.051
Cl 0.350 -0.158 -0.691
N 0.381 -0.533 -0.272

The HOMO energy is -11.776 eV. As for the total energy: -138114.8861 eV. For the HOMO-LUMO gap, the calculation gives 6.6 eV. Its net charge is +1. The energy relative to the best compared isomer or geometry (same formula, charge and spin) comes out at 0.0 kcal per mole.

=====

Number 1: maximum force 0.123 Eh/bohr. Number 2: maximum force 0.007 Eh/bohr. Number 3: maximum force 0.105 Eh/bohr. Number 4: maximum force 0.028 Eh/bohr.